Record 1
A 4-piece molecular cluster, C39H43N3O6S overall at a distorted geometry, computed with the ωB97M-V functional and the def2-TZVPD basis.

Last columns: bonded neighbours and bond lengths (Å).
Atoms and positions in Å:
1 C 2.4231 -1.6290 2.9956  C2 1.611, H32 1.144, H33 1.155, H34 1.140
2 C 1.2391 -0.5526 3.1843  C1 1.611, C3 1.607, H35 1.140, H36 1.159
3 C 1.5384 0.4061 4.4387  C2 1.607, C4 1.602, H37 1.143, H38 1.158
4 C 2.3464 1.7467 4.0993  C3 1.602, C5 1.633, C6 1.593, H39 1.158
5 C 2.4135 2.7769 5.3644  C4 1.633, H40 1.140, H41 1.143, H42 1.153
6 C 1.9003 2.4884 2.7621  C4 1.593, C7 1.578, C14 1.548
7 C 3.0228 2.9264 1.7436  C6 1.578, C8 1.571, H43 1.152
8 C 2.6289 3.6212 0.3911  C7 1.571, O9 1.451, C12 1.570
9 O 3.6272 4.0062 -0.5883  C8 1.451, C10 1.451
10 C 4.1011 2.8464 -1.3206  O9 1.451, C11 1.593, H44 1.160, H45 1.156
11 C 2.9473 1.9497 -1.9550  C10 1.593, H46 1.149, H47 1.156, H48 1.156
12 C 1.1410 3.9145 -0.0167  C8 1.570, C13 1.548, H49 1.137
13 C 0.0423 3.4852 0.9858  C12 1.548, C14 1.576, C30 1.619
14 C 0.4407 2.7919 2.3443  C6 1.548, C13 1.576, C15 1.618
15 C -0.7990 2.3984 3.3064  C14 1.618, O16 1.253, C17 1.620
16 O -0.8150 2.6044 4.5422  C15 1.253
17 C -2.0679 1.7600 2.5281  C15 1.620, C18 1.555, C29 1.574
18 C -2.8362 0.5274 3.0849  C17 1.555, C19 1.576, H50 1.144
19 C -4.0239 0.0010 2.1922  C18 1.576, C20 1.625, C27 1.567
20 C -4.8927 -1.2998 2.6324  C19 1.625, C21 1.638, H51 1.138, H52 1.139
21 C -4.3876 -2.5364 1.6838  C20 1.638, C22 1.608, H53 1.156, H54 1.155
22 C -3.6181 -3.6912 2.4963  C21 1.608, S23 1.889, H55 1.157, H56 1.141
23 S -4.5984 -5.2829 2.2272  C22 1.889, O24 1.511, O25 1.517, O26 1.694
24 O -5.8512 -5.2808 3.0724  S23 1.511
25 O -4.9401 -5.5019 0.7658  S23 1.517
26 O -3.5894 -6.5757 2.6499  S23 1.694, H57 0.993
27 C -4.4241 0.6804 0.8381  C19 1.567, C28 1.557, H58 1.136
28 C -3.6362 1.9104 0.2993  C27 1.557, C29 1.548, H59 1.140
29 C -2.4602 2.4324 1.1603  C17 1.574, C28 1.548, C30 1.622
30 C -1.5379 3.6814 0.6916  C13 1.619, C29 1.622, O31 1.251
31 O -2.0049 4.7261 0.1856  C30 1.251
32 H 1.9431 -2.6325 2.7297  C1 1.144
33 H 3.1031 -1.2230 2.1552  C1 1.155
34 H 3.0623 -1.7875 3.9267  C1 1.140
35 H 1.0086 -0.0164 2.2053  C2 1.140
36 H 0.2846 -1.1565 3.4451  C2 1.159
37 H 0.5578 0.5632 5.0042  C3 1.143
38 H 2.2138 -0.2034 5.1556  C3 1.158
39 H 3.4480 1.4283 3.9350  C4 1.158
40 H 1.3948 2.9503 5.8452  C5 1.140
41 H 3.2163 2.3874 6.0789  C5 1.143
42 H 2.7959 3.7722 4.9267  C5 1.153
43 H 4.1330 2.7113 1.9649  C7 1.152
44 H 4.7224 2.1447 -0.6374  C10 1.160
45 H 4.8102 3.1297 -2.1889  C10 1.156
46 H 2.0644 2.5443 -2.3872  C11 1.149
47 H 2.4764 1.2164 -1.1953  C11 1.156
48 H 3.3373 1.3008 -2.8283  C11 1.156
49 H 0.8224 4.3862 -1.0006  C12 1.137
50 H -2.5421 0.0505 4.0817  C18 1.144
51 H -4.7360 -1.5606 3.7294  C20 1.138
52 H -5.9743 -1.1133 2.3284  C20 1.139
53 H -3.6383 -2.1316 0.9015  C21 1.156
54 H -5.2800 -2.9253 1.0621  C21 1.155
55 H -2.5690 -3.8920 2.0508  C22 1.157
56 H -3.4481 -3.4708 3.6028  C22 1.141
57 H -2.9837 -6.7791 1.8904  O26 0.993
58 H -5.2804 0.2315 0.2417  C27 1.136
59 H -3.8495 2.4562 -0.6780  C28 1.140
60 C -0.3912 -2.8890 -1.1810  C61 1.385, C65 1.384, H66 1.085
61 C -0.8296 -2.0195 -0.1962  C60 1.385, C62 1.380, H67 1.083
62 C -0.5008 -0.6839 -0.3089  C61 1.380, N63 1.340, H68 1.086
63 N 0.2233 -0.1759 -1.3149  C62 1.340, C64 1.346
64 C 0.6407 -1.0398 -2.2585  N63 1.346, C65 1.386, H69 1.086
65 C 0.3579 -2.3959 -2.2357  C60 1.384, C64 1.386, H70 1.083
66 H -0.6335 -3.9449 -1.1256  C60 1.085
67 H -1.4168 -2.3738 0.6424  C61 1.083
68 H -0.8254 0.0363 0.4366  C62 1.086
69 H 1.2276 -0.6030 -3.0605  C64 1.086
70 H 0.7146 -3.0491 -3.0221  C65 1.083
71 C -3.3971 -6.8744 -3.8066  C72 1.386, C76 1.390, H77 1.085
72 C -3.8212 -5.9908 -2.8266  C71 1.386, C73 1.377, H78 1.083
73 C -3.4905 -4.6599 -2.9467  C72 1.377, N74 1.341, H79 1.085
74 N -2.7695 -4.1578 -3.9597  C73 1.341, C75 1.344
75 C -2.3627 -5.0270 -4.9008  N74 1.344, C76 1.389, H80 1.085
76 C -2.6509 -6.3854 -4.8721  C71 1.390, C75 1.389, H81 1.083
77 H -3.6421 -7.9290 -3.7424  C71 1.085
78 H -4.4059 -6.3284 -1.9796  C72 1.083
79 H -3.8091 -3.9375 -2.2018  C73 1.085
80 H -1.7786 -4.5960 -5.7078  C75 1.085
81 H -2.2998 -7.0419 -5.6585  C76 1.083
82 C 5.2505 6.0047 -6.3091  C83 1.387, C87 1.387, H88 1.085
83 C 5.7282 4.7038 -6.3772  C82 1.387, C84 1.385, H89 1.083
84 C 5.6707 3.9242 -5.2336  C83 1.385, N85 1.343, H90 1.085
85 N 5.1824 4.3549 -4.0591  C84 1.343, C86 1.342
86 C 4.7284 5.6177 -4.0201  N85 1.342, C87 1.385, H91 1.086
87 C 4.7386 6.4750 -5.1083  C82 1.387, C86 1.385, H92 1.083
88 H 5.2771 6.6460 -7.1834  C82 1.085
89 H 6.1354 4.3044 -7.2977  C83 1.083
90 H 6.0289 2.8997 -5.2374  C84 1.085
91 H 4.3416 5.9399 -3.0582  C86 1.086
92 H 4.3570 7.4844 -5.0195  C87 1.083

Energy in a.u.: -2525.36944
Maximum force in eV/Å: 4.7
HOMO in eV: -8.70
Energy above the lowest of the compared OMol25 structures with the same formula, charge and spin in kcal/mol: 279.7
Charge: 0
SMILES string: CCC[C@H](C)c1cc(OCC)cc2c1C(=O)c1cc(CCCS(=O)(=O)O)ccc1C2=O.c1ccncc1.c1ccncc1.c1ccncc1
E_LUMO in Ha: -0.0352

In elementary charge units, the Löwdin charges are:
1 C -0.1234
2 C -0.2457
3 C -0.1861
4 C -0.3100
5 C -0.0682
6 C -0.0789
7 C 0.0833
8 C -0.1635
9 O -0.1494
10 C -0.2540
11 C -0.1136
12 C 0.0803
13 C -0.0178
14 C 0.0007
15 C -0.2499
16 O 0.0441
17 C -0.0374
18 C 0.0503
19 C -0.1485
20 C -0.1391
21 C -0.2056
22 C -0.2062
23 S 0.7371
24 O -0.3269
25 O -0.3659
26 O -0.2119
27 C -0.0090
28 C 0.0172
29 C -0.0473
30 C -0.2527
31 O 0.0546
32 H 0.0681
33 H 0.0804
34 H 0.0681
35 H 0.0866
36 H 0.1004
37 H 0.1000
38 H 0.1157
39 H 0.1358
40 H 0.0748
41 H 0.0797
42 H 0.0867
43 H 0.1170
44 H 0.1215
45 H 0.0943
46 H 0.0819
47 H 0.0613
48 H 0.0814
49 H 0.1197
50 H 0.1112
51 H 0.1115
52 H 0.1134
53 H 0.0976
54 H 0.1199
55 H 0.1003
56 H 0.1166
57 H 0.0970
58 H 0.1013
59 H 0.1107
60 C -0.0800
61 C -0.0734
62 C -0.1484
63 N 0.0694
64 C -0.1423
65 C -0.0682
66 H 0.1040
67 H 0.0735
68 H 0.0858
69 H 0.0998
70 H 0.1029
71 C -0.0788
72 C -0.0765
73 C -0.1619
74 N 0.0556
75 C -0.1553
76 C -0.0772
77 H 0.1054
78 H 0.0952
79 H 0.1009
80 H 0.0999
81 H 0.0995
82 C -0.0805
83 C -0.0761
84 C -0.1448
85 N 0.0484
86 C -0.1359
87 C -0.0709
88 H 0.1055
89 H 0.1011
90 H 0.1037
91 H 0.1075
92 H 0.1027


Record 2
A 7-piece molecular cluster, C36H54N6O9 overall at a distorted geometry, computed with the ωB97M-V functional and the def2-TZVPD basis.

Last columns: bonded neighbours and bond lengths (Å).
Atoms and positions in Å:
1 O 20.1813 5.5416 -9.3350  N2 1.219
2 N 19.2231 5.6450 -8.5892  O1 1.219, O3 1.285, C4 1.493
3 O 18.7747 6.7509 -8.1121  N2 1.285
4 C 18.4489 4.3977 -8.3156  N2 1.493, C5 1.417, C9 1.411
5 C 17.3104 4.4351 -7.4724  C4 1.417, C6 1.405, H10 1.080
6 C 16.7991 3.2103 -7.0109  C5 1.405, C7 1.346, H11 1.080
7 C 17.2146 2.0006 -7.4316  C6 1.346, C8 1.377, H12 1.080
8 C 18.2748 1.9587 -8.3091  C7 1.377, C9 1.429, H13 1.080
9 C 18.9511 3.1460 -8.7291  C4 1.411, C8 1.429, H14 1.080
10 H 16.9505 5.3138 -6.9579  C5 1.080
11 H 16.0485 3.1575 -6.2362  C6 1.080
12 H 16.7004 1.1252 -7.0634  C7 1.080
13 H 18.7375 1.0506 -8.6666  C8 1.080
14 H 19.7906 3.0238 -9.3974  C9 1.080
15 O 18.6163 -5.8677 -7.1558  N16 1.261
16 N 18.1982 -5.5202 -6.0177  O15 1.261, O17 1.231, C18 1.485
17 O 17.0698 -5.8005 -5.6121  N16 1.231
18 C 19.1727 -4.9202 -5.0711  N16 1.485, C19 1.392, C23 1.371
19 C 18.9660 -4.9250 -3.6947  C18 1.392, C20 1.375, H24 1.080
20 C 19.7822 -4.3412 -2.7547  C19 1.375, C21 1.349, H25 1.080
21 C 20.9365 -3.8473 -3.2478  C20 1.349, C22 1.348, H26 1.080
22 C 21.1378 -3.7044 -4.5730  C21 1.348, C23 1.414, H27 1.080
23 C 20.2594 -4.2326 -5.5467  C18 1.371, C22 1.414, H28 1.080
24 H 18.0726 -5.4368 -3.3686  C19 1.080
25 H 19.6119 -4.3685 -1.6886  C20 1.080
26 H 21.5450 -3.3076 -2.5374  C21 1.080
27 H 22.0145 -3.1737 -4.9139  C22 1.080
28 H 20.5410 -4.0142 -6.5662  C23 1.080
29 O 25.7582 -5.4928 -10.3767  N30 1.251
30 N 24.5914 -5.6828 -9.9673  O29 1.251, O31 1.193, C32 1.466
31 O 24.3320 -5.9066 -8.8248  N30 1.193
32 C 23.4858 -5.7223 -10.9292  N30 1.466, C33 1.415, C37 1.448
33 C 23.7722 -5.6807 -12.3143  C32 1.415, C34 1.457, H38 1.080
34 C 22.6654 -5.7216 -13.2607  C33 1.457, C35 1.393, H39 1.080
35 C 21.3650 -5.9289 -12.8051  C34 1.393, C36 1.358, H40 1.080
36 C 21.1272 -6.0441 -11.4735  C35 1.358, C37 1.408, H41 1.080
37 C 22.1127 -5.8503 -10.4863  C32 1.448, C36 1.408, H42 1.080
38 H 24.7564 -5.4747 -12.7085  C33 1.080
39 H 22.9260 -5.7158 -14.3088  C34 1.080
40 H 20.5496 -6.1362 -13.4824  C35 1.080
41 H 20.0875 -6.0745 -11.1828  C36 1.080
42 H 21.8490 -5.8187 -9.4395  C37 1.080
43 C 17.1648 -3.9899 -12.2305  O44 1.463, H49 1.090, H50 1.090, H51 1.090
44 O 18.3893 -3.9372 -11.4319  C43 1.463, C45 1.429
45 C 18.1508 -3.8821 -10.0236  O44 1.429, C46 1.574, H52 1.090, H53 1.090
46 C 17.9853 -2.4455 -9.4022  C45 1.574, C47 1.505, N48 1.409, H54 1.090
47 C 17.4502 -2.6246 -8.0071  C46 1.505, H55 1.090, H56 1.090, H57 1.090
48 N 17.1696 -1.6346 -10.2163  C46 1.409, H58 1.010, H59 1.010
49 H 17.3190 -4.1437 -13.2985  C43 1.090
50 H 16.5312 -3.1112 -12.1095  C43 1.090
51 H 16.4715 -4.7437 -11.8573  C43 1.090
52 H 17.2846 -4.5327 -9.9025  C45 1.090
53 H 18.9937 -4.4016 -9.5677  C45 1.090
54 H 18.9491 -1.9369 -9.3808  C46 1.090
55 H 16.5847 -3.2665 -7.8429  C47 1.090
56 H 17.2643 -1.6630 -7.5287  C47 1.090
57 H 18.2647 -3.0007 -7.3879  C47 1.090
58 H 16.2011 -1.9207 -10.2345  N48 1.010
59 H 17.4703 -2.0213 -11.0996  N48 1.010
60 C 14.3676 -4.9958 -9.3686  O61 1.393, H66 1.090, H67 1.090, H68 1.090
61 O 14.3028 -3.8333 -10.1339  C60 1.393, C62 1.416
62 C 13.5071 -3.9387 -11.3001  O61 1.416, C63 1.497, H69 1.090, H70 1.090
63 C 13.2059 -2.6166 -11.9335  C62 1.497, C64 1.495, N65 1.416, H71 1.090
64 C 12.6359 -1.5991 -10.9990  C63 1.495, H72 1.090, H73 1.090, H74 1.090
65 N 12.3489 -2.7502 -13.0527  C63 1.416, H75 1.010, H76 1.010
66 H 13.5741 -4.9874 -8.6213  C60 1.090
67 H 15.2608 -4.7494 -8.7946  C60 1.090
68 H 14.3267 -5.8764 -10.0098  C60 1.090
69 H 13.8207 -4.7196 -11.9929  C62 1.090
70 H 12.5852 -4.1997 -10.7804  C62 1.090
71 H 14.1696 -2.1869 -12.2069  C63 1.090
72 H 11.8071 -1.8014 -10.3205  C64 1.090
73 H 12.2253 -0.7254 -11.5052  C64 1.090
74 H 13.4478 -1.1585 -10.4205  C64 1.090
75 H 11.4586 -2.8054 -12.5789  N65 1.010
76 H 12.3268 -1.8249 -13.4571  N65 1.010
77 C 20.8408 -0.2704 -6.9850  O78 1.457, H83 1.090, H84 1.090, H85 1.090
78 O 21.8818 -0.9361 -6.2130  C77 1.457, C79 1.402
79 C 23.2069 -0.6483 -6.5694  O78 1.402, C80 1.476, H86 1.090, H87 1.090
80 C 23.5261 -1.3125 -7.8486  C79 1.476, C81 1.560, N82 1.464, H88 1.090
81 C 23.3212 -2.8586 -7.8366  C80 1.560, H89 1.090, H90 1.090, H91 1.090
82 N 24.9688 -1.1174 -8.0006  C80 1.464, H92 1.010, H93 1.010
83 H 19.9817 -0.9069 -6.7730  C77 1.090
84 H 21.0868 -0.1635 -8.0414  C77 1.090
85 H 20.6649 0.6965 -6.5135  C77 1.090
86 H 23.3472 0.4294 -6.6536  C79 1.090
87 H 23.8396 -0.9389 -5.7308  C79 1.090
88 H 23.0014 -0.8096 -8.6608  C80 1.090
89 H 22.2502 -3.0606 -7.8212  C81 1.090
90 H 23.8070 -3.3495 -6.9933  C81 1.090
91 H 23.6697 -3.1636 -8.8234  C81 1.090
92 H 25.3060 -1.5907 -8.8267  N82 1.010
93 H 25.5639 -1.4156 -7.2411  N82 1.010
94 C 15.2619 1.0348 -12.0335  C95 1.365, C99 1.371, H100 1.080
95 C 15.1091 0.2499 -13.1398  C94 1.365, C96 1.392, H101 1.080
96 C 13.9215 0.2864 -13.8642  C95 1.392, C97 1.394, H102 1.080
97 C 12.9793 1.2606 -13.5385  C96 1.394, C98 1.384, H103 1.080
98 C 13.1561 2.0363 -12.4055  C97 1.384, C99 1.373, H104 1.080
99 C 14.2970 1.9299 -11.6485  C94 1.371, C98 1.373, H105 1.080
100 H 16.1089 0.9102 -11.3751  C94 1.080
101 H 15.8945 -0.4279 -13.4398  C95 1.080
102 H 13.6740 -0.3350 -14.7121  C96 1.080
103 H 12.0056 1.2490 -14.0056  C97 1.080
104 H 12.3645 2.7358 -12.1809  C98 1.080
105 H 14.5080 2.5839 -10.8153  C99 1.080

Energy in a.u.: -2409.38569
Maximum force in eV/Å: 4.0
HOMO in eV: -9.13
Energy above the lowest of the compared OMol25 structures with the same formula, charge and spin in kcal/mol: 241.4
Charge: 0
SMILES string: O=[N+]([O-])c1ccccc1.O=[N+]([O-])c1ccccc1.O=[N+]([O-])c1ccccc1.COC[C@H](C)N.COC[C@H](C)N.COC[C@H](C)N.c1ccccc1
E_LUMO in Ha: -0.0288

Atom charges from the Löwdin analysis, given in e for atoms 1 to 99:
1 O 0.0796
2 N -0.3083
3 O 0.0292
4 C -0.1235
5 C 0.0182
6 C -0.0931
7 C -0.0950
8 C -0.0614
9 C 0.0162
10 H 0.1138
11 H 0.1089
12 H 0.1091
13 H 0.0890
14 H 0.1123
15 O 0.0362
16 N -0.3058
17 O 0.0694
18 C -0.1446
19 C -0.0121
20 C -0.0642
21 C -0.1010
22 C -0.0546
23 C 0.0112
24 H 0.1160
25 H 0.1175
26 H 0.1170
27 H 0.0962
28 H 0.1025
29 O 0.0443
30 N -0.3621
31 O 0.0824
32 C -0.1302
33 C 0.0219
34 C -0.0415
35 C -0.0909
36 C -0.0864
37 C 0.0319
38 H 0.1070
39 H 0.0973
40 H 0.1109
41 H 0.0971
42 H 0.1074
43 C -0.0686
44 O -0.1956
45 C -0.1616
46 C -0.4337
47 C -0.0495
48 N 0.0614
49 H 0.0941
50 H 0.0532
51 H 0.0780
52 H 0.1072
53 H 0.1092
54 H 0.1313
55 H 0.0741
56 H 0.0714
57 H 0.0531
58 H 0.0663
59 H 0.0392
60 C -0.0989
61 O -0.2277
62 C -0.2003
63 C -0.4912
64 C -0.0614
65 N 0.0635
66 H 0.0911
67 H 0.0690
68 H 0.0982
69 H 0.1294
70 H 0.1262
71 H 0.1157
72 H 0.0887
73 H 0.0693
74 H 0.0782
75 H 0.0794
76 H 0.0495
77 C -0.0603
78 O -0.2198
79 C -0.2430
80 C -0.4241
81 C -0.0374
82 N 0.0232
83 H 0.0804
84 H 0.0794
85 H 0.0855
86 H 0.1289
87 H 0.1324
88 H 0.1328
89 H 0.0534
90 H 0.0905
91 H 0.0627
92 H 0.0667
93 H 0.0736
94 C -0.1069
95 C -0.1022
96 C -0.1037
97 C -0.1020
98 C -0.1026
99 C -0.0918


Record 3
One molecule with the formula C5H7NO3 at a distorted geometry, computed with the ωB97M-V functional and the def2-TZVPD basis.

Last columns: bonded neighbours and bond lengths (Å).
Atoms and positions in Å:
1 C 1.3832 1.6667 0.2349  C2 1.540, H10 1.134, H11 1.114, H12 1.116
2 C -0.0199 1.0447 0.1115  C1 1.540, N3 1.311, C7 1.572
3 N -0.9526 1.7829 -0.4397  C2 1.311, O4 1.490
4 O -2.2420 1.0383 -0.4933  N3 1.490, C5 1.316
5 C -2.1334 -0.1521 0.0571  O4 1.316, O6 1.202, C7 1.556
6 O -2.9757 -0.9797 0.2841  C5 1.202
7 C -0.6194 -0.3928 0.3257  C2 1.572, C5 1.556, C8 1.564, H13 1.060
8 C 0.1182 -1.4696 -0.5363  C7 1.564, O9 1.486, H14 1.154, H15 1.127
9 O 1.5801 -1.3837 -0.2819  C8 1.486, H16 1.006
10 H 1.3667 2.6161 -0.3845  C1 1.134
11 H 1.9744 0.8981 -0.3128  C1 1.114
12 H 1.5972 1.6334 1.3297  C1 1.116
13 H -0.3340 -0.6924 1.3012  C7 1.060
14 H -0.1402 -1.2726 -1.6432  C8 1.154
15 H -0.1496 -2.5005 -0.1678  C8 1.127
16 H 1.5472 -1.8367 0.6154  O9 1.006

Energy in a.u.: -475.11171
Maximum force in eV/Å: 3.5
HOMO in eV: -10.32
Energy above the lowest of the compared OMol25 structures with the same formula, charge and spin in kcal/mol: 86.1
Charge: 0
SMILES string: CC1=NOC(=O)[C@H]1CO
E_LUMO in Ha: 0.0125

In elementary charge units, the Löwdin charges are:
1 C -0.0135
2 C -0.2432
3 N 0.1587
4 O 0.0392
5 C -0.4750
6 O 0.1254
7 C -0.1282
8 C -0.1602
9 O -0.1110
10 H 0.1036
11 H 0.0711
12 H 0.0961
13 H 0.1295
14 H 0.1570
15 H 0.1360
16 H 0.1145